No. 1
DFT (ωB97M-V with the def2-TZVPD basis set) results for the ion C5H7N6O2S with charge -1 at a distorted geometry.

Output
- total charge = -1
- relative energy (zero: lowest compared OMol25 entry of this formula, charge and spin) (eV) = 0.000
- spin multiplicity = 1
- E_tot (eV) = -29166.9215
- HOMO (eV) = -5.079
- LUMO (eV) = 2.90

Last column: Löwdin charge in e.
CARTESIAN COORDINATES (ANGSTROEM)
C 1.5911 -0.6926 1.9532  -0.430
C -0.8765 0.4118 -0.4660  -0.558
C -1.6255 -0.4677 -1.4479  -0.022
C 1.0318 1.9633 1.4413  -0.210
C 1.2377 0.5705 0.8699  -0.582
N 1.8303 -2.6231 2.6023  -0.139
N 1.6231 -1.9491 1.5283  -0.057
N 1.7903 -0.5658 3.2672  -0.029
N 1.9663 -1.7827 3.6473  -0.151
N 0.8240 3.0280 0.4881  0.002
N 0.2702 -0.0995 0.0671  0.028
O -1.3161 1.4926 -0.1931  0.040
O 1.0004 2.6842 -0.6810  -0.084
S 2.7691 0.6232 -0.2059  0.737
H -1.0083 -0.6969 -2.3492  0.079
H -1.8198 -1.4854 -0.9490  0.100
H -2.5733 -0.0822 -1.9114  0.085
H 1.8361 2.2533 2.0380  0.106
H 0.2782 1.9281 2.1189  0.094
H 0.4204 -1.0845 -0.1907  0.122
H 3.0447 -0.7083 -0.0851  -0.133

Forces on the atoms, in the same order (eV/Å):
C -0.792 3.938 -1.380
C 0.226 -0.701 -0.308
C -0.141 -2.302 -0.825
C 0.191 -1.917 -2.212
C 2.718 -4.006 1.089
N 0.962 -1.039 2.516
N -0.611 1.558 -1.275
N -0.166 1.447 -1.665
N -0.059 -2.787 0.637
N 0.379 -0.077 -2.649
N -2.631 -0.223 -1.545
O -0.810 1.802 0.645
O -0.356 1.125 2.380
S 0.650 -0.390 -0.060
H -0.030 0.100 0.742
H 0.084 1.377 -0.772
H 0.874 0.076 1.207
H 1.860 0.342 0.790
H -2.836 0.239 1.822
H 0.586 0.806 0.731
H -0.098 0.631 0.133

---

No. 2
DFT (ωB97M-V with the def2-TZVPD basis set) results for a cluster of 2 separate species, C5H7NO in total.

Output
- relative energy (zero: lowest compared OMol25 entry of this formula, charge and spin) (eV) = 5.217
- spin multiplicity = 1
- E_tot (eV) = -8830.9862
- HOMO (eV) = -8.836
- structure (SMILES) = N=C=C1CO1.C=C
- LUMO (eV) = 0.85

Last column: Löwdin charge in e.
CARTESIAN COORDINATES (ANGSTROEM)
C -1.9561 -0.1149 -0.1893  -0.135
C -0.8716 -0.7756 0.3300  -0.087
C 1.0977 0.1493 -0.2241  -0.331
C 2.1928 -0.1736 0.6644  -0.062
O 1.9892 -0.8263 -0.6034  0.010
C 0.5876 1.2180 -0.9019  -0.105
N -0.3962 1.8142 -1.2789  0.131
H -1.2614 1.1681 -0.9442  0.040
H -2.5672 0.5164 0.4523  0.070
H -2.4296 -0.4861 -1.0958  0.071
H -0.6153 -0.6549 1.3801  0.079
H -0.4731 -1.6614 -0.1584  0.084
H 3.0698 0.4683 0.7058  0.118
H 2.0050 -0.7953 1.5387  0.116

Forces on the atoms, in the same order (eV/Å):
C -0.018 -0.251 0.161
C -0.153 0.041 -0.018
C -0.032 0.248 -0.044
C 0.134 0.065 0.274
O 0.008 -0.107 -0.182
C -0.479 0.100 -0.092
N 0.554 -0.302 0.175
H -0.005 -0.011 0.013
H 0.119 -0.051 -0.114
H 0.099 0.123 0.088
H -0.020 -0.009 -0.173
H -0.058 0.137 0.069
H -0.129 -0.071 -0.015
H -0.019 0.088 -0.141

---

No. 3
DFT (ωB97M-V with the def2-TZVPD basis set) results for an isolated molecule of C5H7NO.

Output
- relative energy (zero: lowest compared OMol25 entry of this formula, charge and spin) (eV) = 2.587
- spin multiplicity = 1
- E_tot (eV) = -8833.6154
- HOMO (eV) = -9.505
- structure (SMILES) = [H]/N=C/OCCC#C
- LUMO (eV) = 0.98

Last column: Löwdin charge in e.
CARTESIAN COORDINATES (ANGSTROEM)
O -1.6330 -0.3507 -0.2033  -0.072
C -1.6745 0.7813 0.5202  -0.310
N -0.7918 1.1002 1.3657  0.120
C -0.4973 -1.1979 -0.0001  -0.194
C 0.6523 -0.8594 -0.9575  -0.181
C 1.5880 0.1808 -0.5138  -0.154
C 2.4090 0.9936 -0.1747  0.101
H -2.5763 1.3430 0.2569  0.132
H -1.0079 1.9954 1.7936  0.055
H -0.8578 -2.2049 -0.2238  0.122
H -0.1761 -1.1444 1.0429  0.116
H 1.2261 -1.7794 -1.1275  0.119
H 0.2211 -0.5813 -1.9273  0.123
H 3.1182 1.7237 0.1487  0.022

Forces on the atoms, in the same order (eV/Å):
O 0.055 0.099 0.052
C 0.092 0.170 0.195
N -0.336 -0.013 -0.211
C 0.187 -0.176 0.040
C 0.013 -0.052 -0.058
C 0.384 0.332 0.120
C -0.358 -0.332 -0.137
H 0.158 -0.044 0.061
H -0.043 -0.069 -0.019
H 0.021 0.161 0.011
H -0.028 -0.019 -0.157
H -0.065 0.128 0.037
H 0.065 -0.044 0.140
H -0.145 -0.142 -0.073